Here is a cluster of 3 separate species, C17H43Br2F3N6O5P2S in total from the OMol25 dataset. Energies are from ωB97M-V/def2-TZVPD.

Calculated values
Highest occupied orbital energy ... -8.20 eV
Relative energy (zero: lowest compared OMol25 entry of this formula, charge and spin) ... 0.0 kJ/mol
Gap between HOMO and LUMO ... 8.657 eV
Charge ... 0

Last columns: bonded neighbours and bond lengths (Å).
Element x y z (Å)
1 C -1.394 0.032 -2.573  O2 1.442, H15 1.086, H16 1.091, H17 1.094
2 O -1.055 1.397 -2.251  C1 1.442, S3 1.625
3 S -1.620 2.510 -3.292  O2 1.625, O4 1.442, O5 1.624
4 O -0.575 3.497 -3.395  S3 1.442
5 O -2.726 3.242 -2.357  S3 1.624, C6 1.442
6 C -3.852 2.396 -2.043  O5 1.442, C7 1.527, H18 1.089, H19 1.091
7 C -5.117 3.077 -2.563  C6 1.527, C8 1.525, H20 1.094, H21 1.093
8 C -6.442 2.505 -2.072  C7 1.525, F9 1.369, Br10 1.926, C11 1.564
9 F -7.441 3.350 -2.477  C8 1.369
10 Br -6.463 2.502 -0.146  C8 1.926
11 C -6.791 1.126 -2.722  C8 1.564, F12 1.326, F13 1.334, Br14 1.961
12 F -7.410 1.328 -3.878  C11 1.326
13 F -5.689 0.399 -2.918  C11 1.334
14 Br -8.000 0.004 -1.661  C11 1.961
15 H -0.497 -0.580 -2.541  C1 1.086
16 H -2.144 -0.308 -1.858  C1 1.091
17 H -1.867 -0.002 -3.559  C1 1.094
18 H -3.695 1.405 -2.465  C6 1.089
19 H -3.871 2.285 -0.958  C6 1.091
20 H -5.094 3.137 -3.655  C7 1.094
21 H -5.082 4.110 -2.206  C7 1.093
22 O 1.627 -2.906 -1.158  P23 1.484
23 P 3.022 -3.212 -0.756  O22 1.484, N24 1.701, N27 1.705, N30 1.713
24 N 3.304 -2.211 0.590  P23 1.701, C25 1.448, C26 1.455
25 C 4.403 -1.284 0.766  N24 1.448, H33 1.092, H34 1.091, H35 1.095
26 C 2.306 -2.238 1.648  N24 1.455, H36 1.099, H37 1.091, H38 1.089
27 N 3.889 -2.700 -2.133  P23 1.705, C28 1.450, C29 1.459
28 C 5.163 -2.009 -2.109  N27 1.450, H39 1.096, H40 1.093, H41 1.089
29 C 3.105 -2.299 -3.297  N27 1.459, H42 1.097, H43 1.086, H44 1.092
30 N 4.198 -4.402 -0.389  P23 1.713, C31 1.483, C32 1.476
31 C 4.167 -5.541 -1.339  N30 1.483, H45 1.094, H46 1.090, H47 1.087
32 C 4.143 -4.968 0.973  N30 1.476, H48 1.094, H49 1.088, H50 1.089
33 H 5.369 -1.737 0.538  C25 1.092
34 H 4.465 -0.969 1.808  C25 1.091
35 H 4.286 -0.381 0.157  C25 1.095
36 H 2.439 -3.096 2.323  C26 1.099
37 H 1.297 -2.297 1.236  C26 1.091
38 H 2.353 -1.333 2.253  C26 1.089
39 H 5.054 -0.941 -1.888  C28 1.096
40 H 5.647 -2.093 -3.086  C28 1.093
41 H 5.851 -2.456 -1.394  C28 1.089
42 H 2.702 -1.284 -3.201  C29 1.097
43 H 2.276 -2.980 -3.463  C29 1.086
44 H 3.737 -2.336 -4.187  C29 1.092
45 H 3.236 -6.110 -1.269  C31 1.094
46 H 5.000 -6.211 -1.131  C31 1.090
47 H 4.278 -5.184 -2.360  C31 1.087
48 H 3.157 -5.364 1.232  C32 1.094
49 H 4.427 -4.220 1.711  C32 1.088
50 H 4.866 -5.779 1.052  C32 1.089
51 O -2.516 2.226 1.018  P52 1.484
52 P -1.405 2.110 1.994  O51 1.484, N53 1.694, N56 1.708, N59 1.714
53 N -0.038 1.803 1.042  P52 1.694, C54 1.446, C55 1.460
54 C 0.894 0.708 1.188  N53 1.446, H62 1.094, H63 1.091, H64 1.095
55 C 0.187 2.701 -0.087  N53 1.460, H65 1.099, H66 1.089, H67 1.088
56 N -1.895 0.739 2.888  P52 1.708, C57 1.449, C58 1.459
57 C -1.009 -0.305 3.364  N56 1.449, H68 1.097, H69 1.093, H70 1.089
58 C -3.222 0.204 2.606  N56 1.459, H71 1.097, H72 1.086, H73 1.093
59 N -0.587 2.768 3.349  P52 1.714, C60 1.482, C61 1.476
60 C -1.519 3.267 4.389  N59 1.482, H74 1.094, H75 1.090, H76 1.087
61 C 0.369 3.855 3.061  N59 1.476, H77 1.094, H78 1.088, H79 1.090
62 H 1.233 0.584 2.221  C54 1.094
63 H 1.795 0.902 0.604  C54 1.091
64 H 0.478 -0.243 0.840  C54 1.095
65 H 0.673 3.637 0.224  C55 1.099
66 H -0.750 2.964 -0.577  C55 1.089
67 H 0.817 2.234 -0.840  C55 1.088
68 H -0.745 -1.019 2.574  C57 1.097
69 H -1.497 -0.866 4.165  C57 1.093
70 H -0.098 0.106 3.796  C57 1.089
71 H -3.243 -0.410 1.697  C58 1.097
72 H -3.950 1.001 2.495  C58 1.086
73 H -3.548 -0.415 3.446  C58 1.093
74 H -2.106 4.121 4.039  C60 1.094
75 H -0.954 3.571 5.269  C60 1.090
76 H -2.204 2.478 4.692  C60 1.087
77 H -0.076 4.676 2.492  C61 1.094
78 H 1.229 3.474 2.513  C61 1.088
79 H 0.746 4.257 4.001  C61 1.090